{
  "formula": "C3H11NO2",
  "method": "wB97M-V/def2-TZVPD",
  "orbital_gap_ev": 10.86,
  "total_charge": 0,
  "smiles": "CCO.NCO",
  "largest_force_ev_per_a": 5.7,
  "e_lumo_ev": 0.80,
  "e_above_lowest_kcal_mol": 47.7,
  "symbols": ["C", "C", "O", "H", "H", "H", "H", "H", "H", "N", "C", "O", "H", "H", "H", "H", "H"],
  "coordinates": [[-2.24, -1.04, -2.64], [-0.97, -1.31, -2.04], [-0.25, -0.12, -1.55], [-3.03, -1.95, -2.47], [-2.04, -0.68, -3.78], [-2.70, -0.17, -2.21], [-1.06, -1.99, -1.19], [-0.33, -1.70, -2.91], [-0.48, 0.22, -0.75], [0.92, 1.48, 1.57], [1.63, 0.60, 2.48], [2.71, 1.30, 3.11], [1.73, 1.85, 0.92], [0.64, 2.32, 2.11], [2.03, -0.28, 2.03], [0.80, 0.22, 3.18], [2.64, 1.23, 4.13]]
}

---

{
  "formula": "C3H11NO2",
  "method": "wB97M-V/def2-TZVPD",
  "orbital_gap_ev": 9.96,
  "total_charge": 0,
  "smiles": "NCCCO.O",
  "largest_force_ev_per_a": 2.6,
  "e_lumo_ev": 0.82,
  "e_above_lowest_kcal_mol": 20.2,
  "symbols": ["N", "C", "C", "C", "O", "H", "H", "H", "H", "H", "H", "H", "H", "H", "O", "H", "H"],
  "coordinates": [[0.02, 1.72, -1.26], [0.85, 1.84, -0.07], [1.47, 0.47, 0.21], [0.52, -0.69, 0.69], [1.13, -1.49, 1.65], [-0.68, 2.45, -1.31], [0.56, 1.67, -2.10], [0.30, 2.27, 0.78], [1.66, 2.58, -0.12], [1.83, 0.01, -0.70], [2.26, 0.58, 0.96], [-0.48, -0.30, 0.94], [0.35, -1.25, -0.25], [0.68, -2.34, 1.68], [-3.42, -2.29, -0.02], [-3.46, -3.25, -0.16], [-3.59, -1.97, -0.91]]
}